(1)
The following is a DFT calculation (ωB97M-V/def2-TZVPD) of C56H45As2BrF9MnO2P as an isolated structure.

Positions of all 117 atoms, in Å:
Mn -0.3426 0.1153 0.0801
F 5.8567 0.1045 4.5167
C 4.6009 0.1153 4.0948
C 3.5621 0.2698 4.9960
F 3.8241 0.4077 6.2900
C 2.2562 0.2735 4.5406
F 1.2977 0.4116 5.4575
C 1.9324 0.1361 3.1951
P 0.1718 0.1871 2.5704
C -0.4064 1.6228 3.5281
C 0.4477 2.7136 3.6862
C 0.0231 3.8415 4.3671
C -1.2666 3.9007 4.8723
C -2.1319 2.8324 4.6897
C -1.7090 1.6957 4.0161
C -0.5023 -1.3176 3.3539
C -0.5752 -2.4299 2.5138
C -1.1525 -3.6097 2.9516
C -1.6648 -3.6846 4.2383
C -1.5747 -2.5900 5.0862
C -0.9952 -1.4070 4.6527
C 2.9992 -0.0248 2.3128
Br 2.7404 -0.2738 0.4551
C 4.3134 -0.0387 2.7516
F 5.3166 -0.2018 1.8931
H 1.4583 2.6728 3.2935
H 0.6935 4.6830 4.4887
H -1.6013 4.7869 5.3968
H -3.1429 2.8771 5.0747
H -2.3891 0.8724 3.8535
H -0.1796 -2.3676 1.5057
H -1.2171 -4.4561 2.2809
H -2.1381 -4.5970 4.5774
H -1.9708 -2.6547 6.0918
H -0.9304 -0.5640 5.3254
C -0.1853 3.2052 -2.1539
C -0.0528 2.1654 -3.2615
As -0.3705 0.2806 -2.6775
C 0.6415 -0.5404 -4.1321
C 0.3843 -0.1606 -5.4463
C 1.1217 -0.6971 -6.4901
C 2.1202 -1.6259 -6.2285
C 2.3740 -2.0170 -4.9224
C 1.6378 -1.4749 -3.8781
C -2.1783 0.0077 -3.3421
C -2.5210 -1.2015 -3.9415
C -3.8426 -1.4842 -4.2469
C -4.8388 -0.5634 -3.9503
C -4.5012 0.6603 -3.3930
C -3.1758 0.9462 -3.0983
As 0.4538 2.7296 -0.3402
C 2.3607 3.1351 -0.4845
C 3.0241 3.8018 0.5435
C 4.3962 3.9960 0.4898
C 5.1221 3.5197 -0.5930
C 4.4770 2.8285 -1.6077
C 3.1060 2.6285 -1.5460
C -0.1743 4.4315 0.3953
C 0.3933 5.6424 0.0017
C -0.1503 6.8428 0.4280
C -1.2796 6.8475 1.2371
C -1.8538 5.6478 1.6236
C -1.2972 4.4452 1.2115
H -1.2366 3.4497 -1.9888
H 0.3227 4.1295 -2.4353
H 0.9592 2.1736 -3.6691
H -0.7276 2.4128 -4.0823
H -0.4080 0.5494 -5.6542
H 0.9129 -0.3964 -7.5090
H 2.6968 -2.0449 -7.0433
H 3.1408 -2.7531 -4.7163
H 1.8301 -1.7883 -2.8586
H -1.7465 -1.9272 -4.1501
H -4.0963 -2.4346 -4.6990
H -5.8758 -0.8039 -4.1492
H -5.2685 1.3888 -3.1609
H -2.9276 1.8958 -2.6424
H 2.4536 4.1841 1.3831
H 4.8986 4.5231 1.2912
H 6.1910 3.6835 -0.6421
H 5.0409 2.4425 -2.4473
H 2.6150 2.0546 -2.3244
H 1.2689 5.6478 -0.6368
H 0.3026 7.7780 0.1237
H -1.7121 7.7865 1.5587
H -2.7351 5.6461 2.2533
H -1.7372 3.5033 1.5177
F 0.4570 -1.9810 -0.7056
C -0.6714 -2.2314 -1.5752
F -1.6978 -1.6536 -0.7595
C -0.8828 -3.7198 -1.4380
F -1.9811 -4.0911 -2.1170
F -1.0362 -4.1858 -0.1670
F 0.1746 -4.3683 -1.9615
C -8.6073 0.8688 -0.1923
C -7.1291 0.8870 0.0835
C -6.4551 -0.2477 0.5011
C -5.0821 -0.2506 0.7280
C -4.4355 -1.5383 1.1695
C -4.3520 0.9303 0.5107
C -5.0275 2.1034 0.1253
C -4.3324 3.4312 -0.0121
C -6.3981 2.0581 -0.0765
C -2.8541 0.8688 0.5781
O -2.1731 1.4334 -0.3270
O -2.2714 0.1951 1.4705
H -9.0335 -0.1171 -0.0132
H -8.8016 1.1414 -1.2313
H -9.1280 1.5901 0.4397
H -7.0055 -1.1701 0.6510
H -5.1836 -2.3271 1.2471
H -3.9472 -1.4224 2.1352
H -3.6727 -1.8546 0.4573
H -3.4351 3.3513 -0.6192
H -4.0350 3.7968 0.9721
H -4.9991 4.1723 -0.4524
H -6.9154 2.9629 -0.3799

Summary:
Highest occupied orbital energy (alpha / beta) (eV): -7.513 / -7.734
Charge: 0
Spin multiplicity: 6
Expectation value of S²: 8.755
Energy (hartree): -11748.17622

These are the Löwdin partial charges, in e, on atoms 1 to 99:
1. Mn 0.50
2. F 0.15
3. C -0.13
4. C -0.13
5. F 0.14
6. C -0.21
7. F 0.11
8. C -0.28
9. P 1.07
10. C -0.35
11. C -0.11
12. C -0.07
13. C -0.08
14. C -0.06
15. C -0.09
16. C -0.33
17. C -0.09
18. C -0.06
19. C -0.07
20. C -0.07
21. C -0.08
22. C -0.54
23. Br 0.92
24. C -0.26
25. F 0.09
26. H 0.10
27. H 0.11
28. H 0.11
29. H 0.11
30. H 0.10
31. H 0.07
32. H 0.10
33. H 0.11
34. H 0.11
35. H 0.10
36. C -0.40
37. C -0.40
38. As 1.30
39. C -0.37
40. C -0.11
41. C -0.08
42. C -0.09
43. C -0.08
44. C -0.11
45. C -0.36
46. C -0.11
47. C -0.08
48. C -0.09
49. C -0.08
50. C -0.11
51. As 1.28
52. C -0.42
53. C -0.13
54. C -0.08
55. C -0.09
56. C -0.08
57. C -0.14
58. C -0.37
59. C -0.11
60. C -0.08
61. C -0.08
62. C -0.08
63. C -0.13
64. H 0.06
65. H 0.07
66. H 0.05
67. H 0.07
68. H 0.10
69. H 0.10
70. H 0.10
71. H 0.10
72. H 0.09
73. H 0.10
74. H 0.10
75. H 0.10
76. H 0.10
77. H 0.08
78. H 0.09
79. H 0.10
80. H 0.10
81. H 0.11
82. H 0.09
83. H 0.10
84. H 0.10
85. H 0.10
86. H 0.11
87. H 0.09
88. F -0.19
89. C -0.28
90. F -0.10
91. C -0.60
92. F 0.14
93. F 0.11
94. F 0.13
95. C -0.05
96. C -0.27
97. C -0.01
98. C -0.18
99. C -0.03

(2)
The following is a DFT calculation (ωB97M-V/def2-TZVPD) of C56H46HfNPSb2 as an isolated structure.

Positions of all 107 atoms, in Å:
Hf -0.1313 0.5142 0.5509
C -1.2788 2.4777 7.2630
C -1.0392 1.1304 7.0189
C -0.5959 0.7171 5.7737
C -0.3905 1.6617 4.7683
C -0.6347 3.0122 5.0135
C -1.0773 3.4181 6.2638
P 0.2742 1.2199 3.1492
C -0.4101 -0.4769 2.9045
C 0.3443 -1.6575 2.8910
C -0.2944 -2.8899 2.9300
C -1.6813 -2.9544 2.9928
C -2.4434 -1.7923 2.9514
C -1.8165 -0.5566 2.8864
C 2.0513 0.9866 3.2797
C 2.7455 0.9145 4.4612
C 4.1537 0.8905 4.4466
C 4.8282 1.0116 3.2634
C 4.1356 1.1362 2.0343
C 4.8139 1.4047 0.8179
C 4.1087 1.6453 -0.3240
C 2.6993 1.5265 -0.3208
C 1.9802 1.1724 0.8040
C 2.7251 1.0691 2.0290
H -1.6267 2.7938 8.2372
H -1.1975 0.4005 7.8014
H -0.4102 -0.3350 5.5934
H -0.4819 3.7453 4.2301
H -1.2685 4.4651 6.4552
H 1.4275 -1.5993 2.9209
H 0.2919 -3.7993 2.9474
H -2.1721 -3.9170 3.0567
H -3.5233 -1.8494 2.9956
H -2.4083 0.3543 2.9146
H 2.2171 0.9047 5.4068
H 4.6977 0.8180 5.3782
H 5.9108 1.0476 3.2580
H 5.8954 1.4641 0.8220
H 4.6201 1.9214 -1.2374
H 2.1934 1.7425 -1.2566
C -2.8972 -1.7203 -2.1218
C -2.3325 -1.2965 -3.4773
C -1.8755 0.1577 -3.5456
Sb -0.0693 0.6545 -2.5142
C 0.1425 2.6573 -3.1618
C 1.2494 3.0501 -3.9067
C 1.3503 4.3652 -4.3430
C 0.3500 5.2783 -4.0451
C -0.7590 4.8831 -3.3092
C -0.8629 3.5744 -2.8615
C 1.3506 -0.3123 -3.7576
C 2.6908 -0.3900 -3.3888
C 3.6261 -0.9330 -4.2601
C 3.2280 -1.4140 -5.4979
C 1.8917 -1.3509 -5.8653
C 0.9560 -0.7985 -5.0018
Sb -1.4964 -2.1109 -0.5333
C -2.1629 -4.0105 0.0977
C -1.2504 -5.0424 0.2894
C -1.6982 -6.2764 0.7405
C -3.0474 -6.4766 1.0027
C -3.9573 -5.4471 0.8069
C -3.5161 -4.2099 0.3559
C 0.3605 -2.6655 -1.3962
C 0.5476 -3.4407 -2.5363
C 1.8315 -3.7612 -2.9575
C 2.9366 -3.3104 -2.2487
C 2.7667 -2.5448 -1.1042
C 1.4819 -2.2342 -0.6833
H -3.4812 -2.6365 -2.2103
H -3.5674 -0.9457 -1.7421
H -3.1290 -1.4295 -4.2152
H -1.5243 -1.9607 -3.7883
H -2.6446 0.8353 -3.1678
H -1.6739 0.4584 -4.5743
H 2.0265 2.3405 -4.1640
H 2.2087 4.6720 -4.9257
H 0.4300 6.2993 -4.3935
H -1.5461 5.5927 -3.0880
H -1.7353 3.2762 -2.2916
H 3.0208 -0.0423 -2.4202
H 4.6676 -0.9789 -3.9684
H 3.9578 -1.8324 -6.1782
H 1.5748 -1.7206 -6.8318
H -0.0749 -0.7461 -5.3255
H -0.1973 -4.8966 0.0777
H -0.9940 -7.0861 0.8806
H -3.3917 -7.4407 1.3518
H -5.0095 -5.6072 1.0016
H -4.2342 -3.4101 0.2083
H -0.3024 -3.8130 -3.0955
H 1.9697 -4.3666 -3.8436
H 3.9329 -3.5622 -2.5873
H 3.6241 -2.1968 -0.5416
H 1.3740 -1.7091 0.2673
N -4.9603 6.2630 -0.3208
C -4.2267 5.3930 -0.1694
C -3.3067 4.3031 0.0208
C -2.0013 4.5685 0.4411
C -1.1163 3.5222 0.6167
C -1.5011 2.1945 0.3648
C -2.8148 1.9608 -0.0622
C -3.7221 2.9985 -0.2244
H -1.6984 5.5907 0.6249
H -0.1061 3.7409 0.9454
H -3.1566 0.9484 -0.2736
H -4.7379 2.8097 -0.5453

Summary:
Highest occupied orbital energy (eV): -13.251
Charge: +2
Energy relative to the best compared isomer or geometry (same formula, charge and spin) (kJ/mol): 50.82
Energy (hartree): -3085.62454

These are the Löwdin partial charges, in e, on atoms 1 to 99:
1. Hf 1.28
2. C -0.05
3. C -0.05
4. C -0.09
5. C -0.37
6. C -0.08
7. C -0.05
8. P 1.08
9. C -0.51
10. C -0.09
11. C -0.04
12. C -0.06
13. C -0.06
14. C -0.14
15. C -0.33
16. C -0.04
17. C -0.04
18. C 0.00
19. C -0.15
20. C 0.00
21. C -0.06
22. C -0.15
23. C -0.26
24. C -0.22
25. H 0.12
26. H 0.12
27. H 0.11
28. H 0.11
29. H 0.12
30. H 0.12
31. H 0.13
32. H 0.12
33. H 0.13
34. H 0.12
35. H 0.11
36. H 0.12
37. H 0.13
38. H 0.13
39. H 0.12
40. H 0.04
41. C -0.34
42. C -0.34
43. C -0.34
44. Sb 1.48
45. C -0.37
46. C -0.12
47. C -0.06
48. C -0.06
49. C -0.06
50. C -0.13
51. C -0.36
52. C -0.15
53. C -0.08
54. C -0.06
55. C -0.06
56. C -0.11
57. Sb 1.48
58. C -0.40
59. C -0.13
60. C -0.06
61. C -0.06
62. C -0.06
63. C -0.14
64. C -0.43
65. C -0.11
66. C -0.05
67. C -0.06
68. C -0.07
69. C -0.20
70. H 0.06
71. H 0.05
72. H 0.12
73. H 0.08
74. H 0.06
75. H 0.07
76. H 0.09
77. H 0.11
78. H 0.12
79. H 0.11
80. H 0.08
81. H 0.07
82. H 0.12
83. H 0.12
84. H 0.12
85. H 0.09
86. H 0.10
87. H 0.12
88. H 0.12
89. H 0.12
90. H 0.10
91. H 0.11
92. H 0.12
93. H 0.12
94. H 0.12
95. H 0.04
96. N 0.19
97. C -0.16
98. C -0.22
99. C -0.02